The following is a DFT calculation (wB97M-V/def2-TZVPD) of C4H13P3 as an isolated structure.

## Properties
* LUMO level: 0.02540 Ha
* HOMO level: -6.9144 eV
* energy relative to the best compared isomer or geometry (same formula, charge and spin): 56.9 kcal/mol
* HOMO-LUMO gap: 7.61 eV

ORCA input file:
```
! RIJCOSX wB97M-V def2-TZVPD def2/J DEFGRID3
* xyz 0 1
P -2.35 -0.50 -0.83
H -2.71 -1.62 -0.01
H 1.58 2.83 -0.22
P 0.81 -1.69 0.95
H 1.50 1.69 1.15
H 0.61 -1.78 -1.81
C 0.08 1.27 -0.52
C 1.25 -2.50 -1.21
C -1.10 0.69 1.99
C 1.44 1.82 0.03
H -0.96 1.79 1.82
H -0.43 0.27 2.85
H 2.32 -2.49 -1.30
H 0.18 1.15 -1.67
H -2.22 0.65 2.11
H 1.00 -3.54 -1.12
H 2.25 1.32 -0.39
H -1.91 -1.15 -2.03
P -0.57 -0.18 0.48
H -0.78 1.97 -0.26
*
```

Atomic partial charges in e from the Mulliken method, atoms 1 to 2:
1 P -0.184
2 H 0.089

***

The following is a DFT calculation (wB97M-V/def2-TZVPD) of one molecule with the formula C4H7NO.

## Properties
* LUMO level: 0.02424 Ha
* HOMO level: -11.4228 eV
* energy relative to the best compared isomer or geometry (same formula, charge and spin): 29.2 kcal/mol
* HOMO-LUMO gap: 12.08 eV
* SMILES: CC(C)(O)C#N

ORCA input file:
```
! RIJCOSX wB97M-V def2-TZVPD def2/J DEFGRID3
* xyz 0 1
O 0.47 -1.60 0.15
C 0.00 0.17 -1.41
H 0.69 0.98 -1.64
N 2.31 1.32 0.38
H -1.85 -0.48 0.69
C -1.00 0.14 0.98
H -1.02 0.48 -1.63
C 0.19 -0.21 0.08
C 1.40 0.61 0.40
H -1.28 1.19 0.90
H 0.28 -0.69 -2.02
H 0.57 -1.84 1.08
H -0.77 -0.06 2.03
*
```

Atomic partial charges in e from the Mulliken method, atoms 1 to 2:
1 O -0.552
2 C -1.361

***

The following is a DFT calculation (wB97M-V/def2-TZVPD) of C50H40Br3F4N2OPSSbV as an isolated structure.

## Properties
* LUMO level (alpha / beta): -0.09220 / -0.11570 Ha
* HOMO level (alpha / beta): -8.3879 / -10.8858 eV
* energy relative to the best compared isomer or geometry (same formula, charge and spin): 79.3 kcal/mol
* HOMO-LUMO gap (alpha / beta): 5.88 / 7.74 eV

ORCA input file:
```
! RIJCOSX wB97M-V def2-TZVPD def2/J DEFGRID3
* xyz 1 4
C 1.31 -5.73 -1.51
O 1.09 1.41 -0.31
H -0.26 4.55 3.68
F 1.02 2.47 -5.01
H 2.92 2.02 -2.30
C -1.75 3.94 0.71
C 3.51 -2.59 -2.00
C -0.48 0.04 2.89
F 1.48 5.17 -5.12
C -5.68 1.62 0.19
H 6.84 -2.94 -2.51
C -0.16 -5.80 0.40
C -4.50 2.25 0.54
C -2.75 5.84 1.80
C 0.63 3.26 -4.01
C -0.48 3.46 -1.84
H -3.35 5.13 -0.12
C 2.07 -3.50 2.37
C -2.27 -0.38 1.46
C -4.82 1.97 -3.75
Br -7.10 -0.68 -0.77
H -4.43 -1.52 0.18
H -2.75 0.29 -1.67
H -1.40 -7.54 0.56
C 0.46 5.41 -3.00
H -0.55 -8.55 -1.52
C 2.10 -4.76 2.93
C -1.51 -2.10 2.95
C -4.20 0.90 -3.12
C -4.49 -0.45 0.32
C 5.84 -3.34 -0.66
H -6.58 2.18 0.01
H 0.24 0.77 3.24
H -3.46 6.64 1.80
C 3.46 -3.01 -0.68
H -3.24 4.52 -2.19
F -0.55 5.65 -0.93
H 2.08 -5.22 -2.08
H -4.47 -0.11 -3.38
H 4.57 -3.69 1.03
H 2.61 -2.30 -2.52
C -2.90 2.43 -1.79
C 2.50 3.31 0.01
C 0.81 -6.95 -1.93
C -0.60 -1.18 3.51
C -0.16 -7.60 -1.19
H -0.54 -5.35 1.31
C -0.94 4.67 2.86
C 2.41 1.79 -0.20
C -1.89 5.68 2.87
H -3.12 -2.38 1.57
C -0.20 4.82 -1.92
Br -1.54 -3.87 3.63
C -0.65 -7.03 -0.02
C -3.51 3.50 -2.44
C 2.98 1.06 1.03
H 1.19 -7.40 -2.84
C 2.85 -3.79 5.00
H 3.16 -3.91 6.03
H 1.92 3.61 0.88
H 2.13 3.84 -0.86
C 2.81 -2.53 4.43
N -3.35 1.63 0.77
H -4.94 4.10 -3.91
C 4.73 -2.56 -2.66
H -1.96 6.33 3.73
H 2.38 1.32 1.91
H 6.74 -3.64 -0.15
C -3.36 0.27 0.79
C 4.62 -3.37 0.00
H 4.01 1.34 1.21
H 3.54 3.60 0.16
H 2.93 -0.02 0.87
C -0.88 3.80 1.78
C -2.36 -1.71 1.95
S 0.03 -1.66 -0.32
C 2.42 -2.38 3.11
F 0.70 6.72 -2.98
C -2.68 4.97 0.71
Br -0.20 0.82 -2.97
H 4.78 -2.26 -3.69
H 1.84 -5.63 2.35
C -0.01 2.69 -2.92
H 3.11 -1.67 5.00
H 4.24 1.40 -1.31
Sb 1.57 -3.27 0.29
H -4.48 3.32 0.64
C 5.89 -2.94 -1.99
C -4.47 3.27 -3.41
H 2.88 0.34 -1.73
C 0.87 4.63 -4.07
H -0.04 -1.43 4.39
N -1.21 0.40 1.83
C 2.49 -4.91 4.26
C 0.82 -5.16 -0.35
C -5.62 0.24 -0.02
H 2.54 -5.89 4.70
C 3.17 1.36 -1.47
V -0.28 0.80 0.26
C -3.24 1.13 -2.16
H 2.39 -1.40 2.66
H -0.15 3.00 1.77
P -1.57 2.63 -0.54
H -5.57 1.80 -4.50
*
```

Atomic partial charges in e from the Mulliken method, atoms 1 to 2:
1 C -0.475
2 O 0.109

***

The following is a DFT calculation (wB97M-V/def2-TZVPD) of H12NaO6 as an isolated structure.

## Properties
* LUMO level: -0.12917 Ha
* HOMO level: -14.4310 eV
* energy relative to the best compared isomer or geometry (same formula, charge and spin): 19.0 kcal/mol
* HOMO-LUMO gap: 10.92 eV

ORCA input file:
```
! RIJCOSX wB97M-V def2-TZVPD def2/J DEFGRID3
* xyz 1 1
H -2.96 -1.31 0.45
H -1.19 2.14 2.96
O 2.13 0.98 0.17
Na -0.39 -0.05 0.59
H -2.34 -1.86 -0.81
H -0.25 1.99 -1.70
O -2.40 -1.07 -0.28
H 2.24 0.79 1.10
O -1.02 1.47 -1.45
H -1.77 1.98 -1.77
H 1.05 -2.71 0.40
H 2.14 -1.67 0.52
H 2.91 0.61 -0.24
O 0.33 -1.37 -2.18
H 0.30 2.27 2.70
H -0.45 -0.98 -1.79
O 1.19 -1.77 0.47
H 0.99 -1.34 -1.49
O -0.51 1.89 2.34
*
```

Atomic partial charges in e from the Mulliken method, atoms 1 to 2:
1 H 0.322
2 H 0.289

***

The following is a DFT calculation (wB97M-V/def2-TZVPD) of one molecule with the formula C3H3NO.

## Properties
* LUMO level: -0.01173 Ha
* HOMO level: -11.1643 eV
* energy relative to the best compared isomer or geometry (same formula, charge and spin): 12.1 kcal/mol
* HOMO-LUMO gap: 10.85 eV
* SMILES: CC(=O)C#N

ORCA input file:
```
! RIJCOSX wB97M-V def2-TZVPD def2/J DEFGRID3
* xyz 0 1
H -1.30 -0.96 -0.71
H -1.14 -0.82 1.05
C -1.03 -0.28 0.10
H -1.72 0.56 0.10
O 0.36 1.61 -0.15
N 2.83 -0.30 -0.21
C 1.68 -0.20 -0.12
C 0.32 0.40 -0.06
*
```

Atomic partial charges in e from the Mulliken method, atoms 1 to 2:
1 H 0.289
2 H 0.287

***

The following is a DFT calculation (wB97M-V/def2-TZVPD) of C3H6CuO3 as an isolated structure.

## Properties
* LUMO level (alpha / beta): -0.42908 / -0.55819 Ha
* HOMO level (alpha / beta): -20.4269 / -20.3562 eV
* energy relative to the best compared isomer or geometry (same formula, charge and spin): 65.0 kcal/mol
* HOMO-LUMO gap (alpha / beta): 8.75 / 5.17 eV

ORCA input file:
```
! RIJCOSX wB97M-V def2-TZVPD def2/J DEFGRID3
* xyz 2 2
Cu 2.46 -0.01 -0.86
O 0.76 -1.45 -0.15
O 0.92 0.70 -0.16
H -1.72 -0.44 -1.27
H -2.95 1.56 -0.68
C -3.13 0.68 -0.05
O -0.89 0.09 0.56
H -3.22 0.98 1.00
C -2.05 -0.36 -0.23
H -0.21 1.29 0.03
H -2.32 -1.34 0.17
C 0.36 -0.40 0.31
H -4.08 0.23 -0.37
*
```

Atomic partial charges in e from the Mulliken method, atoms 1 to 2:
1 Cu 1.224
2 O -0.425

***

The following is a DFT calculation (wB97M-V/def2-TZVPD) of an isolated ion of composition C2H6NOS2 and charge +1.

## Properties
* LUMO level: -0.15194 Ha
* HOMO level: -13.0518 eV
* energy relative to the best compared isomer or geometry (same formula, charge and spin): 1.2 kcal/mol
* HOMO-LUMO gap: 8.92 eV
* SMILES: [NH3+][C@H]1OCSS1

ORCA input file:
```
! RIJCOSX wB97M-V def2-TZVPD def2/J DEFGRID3
* xyz 1 1
H 1.38 2.35 0.18
C -0.09 -0.50 -0.71
C 0.99 1.34 0.34
N -1.33 -0.86 0.12
O 0.10 0.92 -0.70
H -1.36 -1.94 0.16
H -1.20 -0.31 1.06
H 0.29 1.26 1.28
H -0.31 -0.76 -1.75
H -2.28 -0.48 -0.14
S 2.47 0.31 0.12
S 1.33 -1.33 0.05
*
```

Atomic partial charges in e from the Mulliken method, atoms 1 to 2:
1 H 0.310
2 C -0.177

***

The following is a DFT calculation (wB97M-V/def2-TZVPD) of C4H12N3O as an isolated structure.

## Properties
* LUMO level (alpha / beta): -0.09706 / -0.09696 Ha
* HOMO level (alpha / beta): -8.0511 / -8.0393 eV
* energy relative to the best compared isomer or geometry (same formula, charge and spin): 166.0 kcal/mol
* HOMO-LUMO gap (alpha / beta): 5.41 / 5.40 eV

ORCA input file:
```
! RIJCOSX wB97M-V def2-TZVPD def2/J DEFGRID3
* xyz 0 2
H 0.45 1.21 2.21
C 1.15 -1.22 1.16
H -1.68 0.72 -1.22
N -0.14 -0.52 -0.81
N 1.26 1.30 1.58
C -1.44 -0.31 -1.47
H 1.27 0.22 1.17
H -2.05 -1.10 -3.12
C -0.14 -1.31 0.40
H -0.46 -2.33 0.13
H 1.06 -1.62 2.15
H 0.51 -0.77 -1.55
O -0.43 2.67 0.73
H -2.18 -0.89 -0.93
C 0.78 2.21 0.57
H 0.95 1.78 -0.43
H 1.49 3.07 0.69
H 1.93 -1.79 0.68
H -0.97 -0.90 0.95
N -1.34 -0.43 -2.88
*
```

Atomic partial charges in e from the Mulliken method, atoms 1 to 2:
1 H 0.327
2 C -0.755

***

The following is a DFT calculation (wB97M-V/def2-TZVPD) of one molecule with the formula C17H20N4O2.

## Properties
* LUMO level: 0.00477 Ha
* HOMO level: -8.1938 eV
* energy relative to the best compared isomer or geometry (same formula, charge and spin): 69.6 kcal/mol
* HOMO-LUMO gap: 8.32 eV
* SMILES: O=C1c2cc(O)cc3cnn(c23)CCN1[C@H]1CN2CCC1CC2

ORCA input file:
```
! RIJCOSX wB97M-V def2-TZVPD def2/J DEFGRID3
* xyz 0 1
H -0.88 3.79 3.24
O -0.01 -0.56 2.36
C 0.10 -2.20 -0.88
H 0.60 0.42 -2.85
H 0.11 3.11 -0.58
C 0.06 -3.47 -1.38
H -0.13 -4.09 -3.52
C -0.43 4.29 1.21
C 0.25 -1.98 0.52
H 2.06 -0.18 -0.81
O 0.19 -5.48 1.75
H -0.74 0.63 -1.75
N -0.02 -1.31 -1.95
C 2.25 4.03 2.04
H 0.29 -5.16 2.65
C 0.30 -3.11 1.33
C 0.28 -0.62 1.16
C 1.83 3.80 0.61
C 1.22 0.54 -0.83
H 2.38 5.11 2.25
N 0.61 0.58 0.54
H 1.91 4.75 0.06
C -0.09 -3.28 -2.80
C 0.21 0.14 -1.89
C 0.12 -4.58 -0.52
H 0.01 5.29 3.13
C 0.21 -4.42 0.86
H 0.10 -5.59 -0.94
H -0.25 5.29 0.80
H 1.61 1.48 -1.08
H 1.94 1.49 2.65
H 3.24 3.55 2.21
H 0.36 1.65 3.39
H 2.54 3.14 0.07
H -0.82 1.74 1.43
N -0.17 -1.99 -3.15
C 0.96 2.03 2.60
H -1.52 4.11 1.10
C 0.39 3.20 0.48
C -0.07 4.28 2.70
H 0.35 -2.98 2.42
N 1.17 3.47 2.89
C 0.24 1.85 1.24
*
```

Atomic partial charges in e from the Mulliken method, atoms 1 to 2:
1 H 0.318
2 O -0.690

***

The following is a DFT calculation (wB97M-V/def2-TZVPD) of one molecule with the formula C3H3NO3.

## Properties
* LUMO level: -0.01041 Ha
* HOMO level: -10.3152 eV
* energy relative to the best compared isomer or geometry (same formula, charge and spin): 50.9 kcal/mol
* HOMO-LUMO gap: 10.03 eV
* SMILES: [H]/N=C(/C=O)OC=O

ORCA input file:
```
! RIJCOSX wB97M-V def2-TZVPD def2/J DEFGRID3
* xyz 0 1
H 0.77 1.60 0.96
O -0.11 1.73 -1.33
C -0.68 0.72 -1.57
H -0.30 -2.40 0.51
O 1.57 0.03 1.93
C -0.03 -0.51 0.41
H -1.27 0.51 -2.48
C 0.83 0.52 1.12
N 0.03 -1.60 1.02
O -0.73 -0.39 -0.79
*
```

Atomic partial charges in e from the Mulliken method, atoms 1 to 2:
1 H 0.372
2 O -0.453

***

Sequential max |F| output: 0.0684 0.0181 0.0920 0.0134 0.0267 0.1010 0.0543 0.0416 0.0504 0.0244 Eh/bohr